--- a ---
# C4H5NO2

C4H5NO2 in the gas phase (ωB97M-V/def2-TZVPD, the OMol25 dataset).

Last column: Löwdin charge in e.
CARTESIAN COORDINATES (ANGSTROEM)
H 2.4106 -0.0208 0.4627  0.1508
H -1.9549 0.0823 -0.4530  0.1247
H -1.3013 -0.1415 1.1865  0.1323
C -1.0415 0.0134 0.1344  -0.0640
C -0.3844 1.3837 0.1251  -0.4374
C 1.5872 0.2207 -0.2094  -0.2190
C -0.1291 -1.1230 -0.3337  -0.2158
O -0.9418 2.4391 0.1333  0.1545
H -0.6191 -1.9259 -0.8898  0.1144
O 0.9872 1.3477 0.2683  0.0899
H 0.3041 -1.6361 0.5503  0.1158
N 1.0829 -0.6396 -0.9747  0.0539

## Properties
Charge: 0
Highest occupied orbital energy in eV: -9.190
Structure (SMILES): O=C1CCN=CO1
Orbital gap in eV: 9.08

---

--- b ---
# C4H5NO2

C4H5NO2 in the gas phase (ωB97M-V/def2-TZVPD, the OMol25 dataset).

Last column: Löwdin charge in e.
CARTESIAN COORDINATES (ANGSTROEM)
C 0.0800 -0.3413 -1.7347  -0.3253
H 0.1970 0.6666 -2.1673  0.1359
H 0.9852 -1.8747 1.0779  0.1175
H 1.4187 0.6652 1.1865  0.1435
C 0.5709 0.2741 0.6353  -0.2473
H -0.7375 -1.5453 0.4857  0.1227
C 0.3005 -1.2199 0.5482  -0.0565
O -0.5370 -1.2306 -2.2647  0.0607
O -0.7757 2.0766 1.3416  0.0645
C -0.6665 1.0107 0.5704  -0.0921
H -1.6637 2.0301 0.8813  0.0988
N 0.8282 -0.5113 -0.5603  -0.0224

## Properties
Charge: 0
Highest occupied orbital energy in eV: -9.104
Orbital gap in eV: 9.51

---

--- c ---
# C4H5NO2

C4H5NO2 in the gas phase (ωB97M-V/def2-TZVPD, the OMol25 dataset).

Last column: Löwdin charge in e.
CARTESIAN COORDINATES (ANGSTROEM)
O -1.2940 -0.2596 -1.5031  0.1168
H -0.4268 -1.5242 0.6455  0.1205
H 2.8908 -0.8656 -0.5281  0.0722
H 1.5843 -2.1422 -0.1218  0.0815
C -1.3173 1.7252 -0.2151  -0.1637
H -1.7331 2.2375 -1.1040  0.1316
H -0.4198 0.0035 1.6077  0.1173
N 1.1731 -0.1337 0.2589  -0.0128
O -1.1434 2.2669 0.8465  0.0874
C -0.1935 -0.4489 0.6376  -0.1716
C 1.8982 -1.0899 -0.1382  -0.0342
C -0.9940 0.2487 -0.4493  -0.3450

## Properties
Charge: 0
Highest occupied orbital energy in eV: -9.877
Structure (SMILES): C=NCC(=O)C=O
Orbital gap in eV: 9.26

---

Order of stability, best first: c, a, b